DFT (ωB97M-V with the def2-TZVPD basis set) results for the molecule C6H9NO2.

Geometry (Å):
C -1.3044 -0.4955 -1.3330
C -1.0032 0.1887 0.0032
C -1.5338 -0.6395 1.1757
C 0.4588 0.4130 0.0789
C 1.2378 1.4900 0.0728
N 2.5896 1.2109 -0.0694
O 2.7980 -0.1764 0.0135
C 1.6424 -0.8486 0.0277
O 1.5106 -2.0302 0.0009
H -0.9429 0.1135 -2.1595
H -2.3745 -0.6421 -1.4550
H -0.8087 -1.4632 -1.3750
H -1.4888 1.1724 0.0223
H -0.9612 -1.5555 1.2856
H -2.5756 -0.9035 0.9980
H -1.4876 -0.0741 2.1046
H 0.9774 2.5336 0.1088
H 3.2663 1.7067 0.5002

Properties
LUMO energy = 0.72 eV
F_max = 4.9 eV/A
HOMO-LUMO gap = 9.60 eV
ΔE to the lowest compared entry with this formula, charge and spin = 217.9 kJ/mol
charge = 0
SMILES string = CC(C)c1c[nH]oc1=O
2S+1 = 1


DFT (ωB97M-V with the def2-TZVPD basis set) results for the molecule C6H9NO2.

Geometry (Å):
C -1.4628 0.3158 -0.8438
C -1.3684 0.2053 0.7044
C -0.9277 -1.1554 1.1742
O -0.2071 0.8832 1.1135
C 0.9176 0.5170 0.3692
C 1.3008 -0.4067 -0.6546
C 2.5701 0.4654 -1.0537
N 2.9080 1.2213 -0.0753
O 1.7415 1.2576 0.8442
H -0.7416 -0.0203 -1.6143
H -2.3554 0.1298 -0.9762
H -1.5765 1.3712 -0.8609
H -2.4519 0.4037 1.2680
H -0.9803 -1.2216 2.2960
H -1.6692 -1.9138 0.7024
H 0.2211 -1.2800 0.7858
H 0.8311 -0.9163 -1.4104
H 3.2506 0.1438 -1.7686

Properties
LUMO energy = 0.91 eV
F_max = 9.6 eV/A
HOMO-LUMO gap = 9.97 eV
ΔE to the lowest compared entry with this formula, charge and spin = 694.2 kJ/mol
charge = 0
SMILES string = CC(C)Oc1ccno1
2S+1 = 1


DFT (ωB97M-V with the def2-TZVPD basis set) results for the molecule C6H9NOS.

Geometry (Å):
C 0.1987 1.7198 -0.2022
C -1.6810 -0.0770 -0.0709
C -0.6050 -0.9766 -0.4963
C -0.5602 0.8130 0.5269
C 1.5795 0.7353 2.3544
C 0.0885 -0.9299 -1.8070
N 0.8662 2.4487 -0.7838
O -0.4268 -2.1126 -2.4948
S -0.1997 0.6268 2.3136
H -2.2575 0.4814 -0.7532
H -2.2046 -0.4943 0.8958
H -0.4286 -1.9407 0.0809
H 2.1085 0.2108 3.1946
H 1.7337 1.8436 2.5626
H 2.0248 0.5248 1.4798
H 1.2300 -1.1361 -1.7461
H -0.0965 0.0836 -2.3728
H -1.3702 -1.8207 -2.6812

Properties
LUMO energy (alpha / beta) = -0.10 / -0.10 eV
F_max = 5.0 eV/A
HOMO-LUMO gap (alpha / beta) = 8.02 / 8.02 eV
ΔE to the lowest compared entry with this formula, charge and spin = 269.8 kJ/mol
charge = 0
2S+1 = 1


DFT (ωB97M-V with the def2-TZVPD basis set) results for the molecule C6H9NOS.

Geometry (Å):
C 3.1173 -0.5444 0.1231
C 1.8770 -0.4515 -0.6823
C 3.2127 -0.1728 1.4272
C -1.4407 0.6412 0.2329
C -0.4805 -0.0089 -0.8182
C -2.8656 0.4524 -0.0807
N 0.8733 0.1404 -0.2585
O -5.3783 -0.0540 -0.0152
S -4.0788 -0.2527 0.6624
H 3.6803 -1.2791 -0.4339
H 1.9630 -0.9069 -1.7319
H 2.4819 0.4859 1.7903
H 4.0107 -0.3856 2.0538
H -1.1598 0.0422 1.1210
H -1.1188 1.6724 0.4075
H -0.7898 -1.0578 -1.0024
H -0.6237 0.6142 -1.7968
H -3.2803 1.0651 -0.9983

Properties
LUMO energy = 0.04 eV
F_max = 4.1 eV/A
HOMO-LUMO gap = 9.47 eV
ΔE to the lowest compared entry with this formula, charge and spin = 236.0 kJ/mol
charge = 0
2S+1 = 1


DFT (ωB97M-V with the def2-TZVPD basis set) results for the molecule C6H9NS.

Geometry (Å):
C 0.0474 -0.8526 -1.2126
C 0.3399 -1.5315 0.1836
S -1.0219 -2.2597 1.3585
C 0.0743 -0.8034 1.3918
C -0.5260 0.6125 1.2091
C 0.2552 1.3095 0.0882
N -0.6697 1.6733 -1.0601
C 0.4779 0.5730 -1.2104
H 0.5652 -1.4132 -2.0592
H -1.0902 -0.8440 -1.4012
H 1.1999 -2.2374 0.2175
H 0.6914 -1.0047 2.1794
H -0.6655 1.0703 2.2512
H -1.5446 0.4316 0.8864
H 1.1155 1.8711 0.5156
H -0.5346 2.5138 -1.5476
H 1.2859 0.8913 -1.7902

Properties
LUMO energy = 0.91 eV
F_max = 4.1 eV/A
HOMO-LUMO gap = 9.49 eV
ΔE to the lowest compared entry with this formula, charge and spin = 242.4 kJ/mol
charge = 0
SMILES string = C1[C@@H]2S[C@@H]2C[C@@H]2N[C@H]12
2S+1 = 1


DFT (ωB97M-V with the def2-TZVPD basis set) results for the molecule C6H9NS.

Geometry (Å):
S -2.2393 -0.3901 2.1494
C -1.0690 0.1374 1.1358
C 0.3702 0.4087 1.5539
C 1.2602 -0.6072 0.8819
C 1.3203 -0.8261 -0.4088
C 0.5709 -0.2094 -1.5164
N -0.2927 0.8845 -1.0673
C -1.4047 0.3894 -0.3235
H 0.4915 1.4984 1.3154
H 0.5331 0.3765 2.6505
H 1.9837 -1.1101 1.4874
H 1.9507 -1.6212 -0.7471
H 1.2751 0.2152 -2.2561
H 0.0118 -1.0345 -1.9874
H -0.6353 1.3841 -1.9133
H -1.8874 -0.6061 -0.6631
H -2.2391 1.1103 -0.2912

Properties
LUMO energy = 0.17 eV
F_max = 1.9 eV/A
HOMO-LUMO gap = 8.52 eV
ΔE to the lowest compared entry with this formula, charge and spin = 142.8 kJ/mol
charge = 0
SMILES string = S=C1CC=CCNC1
2S+1 = 1


DFT (ωB97M-V with the def2-TZVPD basis set) results for the molecule C6H9NS.

Geometry (Å):
C 0.6787 1.5448 0.9381
C 0.0273 1.6054 -0.4246
C -0.9222 0.7919 -0.8939
C -1.6059 -0.3011 -0.1483
S -3.2385 -0.1883 0.0150
C -0.8767 -1.4212 0.3919
C 0.4011 -1.8172 0.1525
N 1.3662 -1.2326 -0.5968
H 1.7624 1.3673 0.8265
H 0.2417 0.7355 1.5536
H 0.5415 2.5083 1.4784
H 0.3292 2.4420 -1.0658
H -1.3310 0.9976 -1.8713
H -1.4709 -2.1019 1.0138
H 0.7371 -2.7376 0.6159
H 1.1648 -0.4195 -1.1407
H 2.1952 -1.7733 -0.8440

Properties
LUMO energy = -0.25 eV
F_max = 1.0 eV/A
HOMO-LUMO gap = 7.76 eV
ΔE to the lowest compared entry with this formula, charge and spin = 112.4 kJ/mol
charge = 0
SMILES string = C/C=C\C(=S)/C=C\N
2S+1 = 1


DFT (ωB97M-V with the def2-TZVPD basis set) results for the molecule C6H9NS.

Geometry (Å):
N -1.7231 1.9546 -0.3786
C -0.6803 0.9149 -0.2506
C -0.0426 0.3000 0.9121
C 1.5380 0.2122 0.9414
C 1.9067 -0.3547 -0.1818
C 0.8279 -1.1123 -0.9509
C -0.5453 -0.6857 -0.2689
S -1.9742 -1.5032 0.2520
H -2.3404 1.6270 -1.0364
H -2.4710 2.1299 0.5959
H 0.1109 1.4603 -0.9331
H -0.6580 0.3712 1.8600
H 2.1552 0.7322 1.7047
H 3.0016 -0.5840 -0.3122
H 1.0457 -0.7634 -1.9962
H 0.7420 -2.1310 -0.8061
H -0.8930 -2.5680 0.8489

Properties
LUMO energy = 0.37 eV
F_max = 6.3 eV/A
HOMO-LUMO gap = 8.69 eV
ΔE to the lowest compared entry with this formula, charge and spin = 480.9 kJ/mol
charge = 0
SMILES string = N[C@H]1[C@@H]2C=CC[C@]12S
2S+1 = 1


DFT (ωB97M-V with the def2-TZVPD basis set) results for the molecule C6H9NS.

Geometry (Å):
N -0.7471 2.1686 1.1533
C -1.5013 0.8939 1.0104
C -0.7931 -0.4996 1.1452
C 0.2007 -0.6461 0.0187
C 0.1581 -1.2861 -1.2003
C 1.2847 -1.1964 -2.0290
C 2.3589 -0.5198 -1.4270
S 1.7345 0.1587 0.0926
H -0.3403 2.3781 2.1547
H 0.0305 2.1697 0.5409
H -1.7819 0.7738 -0.0650
H -2.3370 0.8919 1.6530
H -1.6998 -1.2490 0.9963
H -0.2885 -0.6129 2.1210
H -0.7632 -1.8340 -1.2612
H 1.2180 -1.6755 -2.9942
H 3.2668 0.0847 -1.9091

Properties
LUMO energy = 0.82 eV
F_max = 3.1 eV/A
HOMO-LUMO gap = 9.53 eV
ΔE to the lowest compared entry with this formula, charge and spin = 134.4 kJ/mol
charge = 0
SMILES string = NCCc1cccs1
2S+1 = 1


DFT (ωB97M-V with the def2-TZVPD basis set) results for a cluster of 2 separate species, C6H9O2PS in total.

Geometry (Å):
C -3.2965 1.4180 -0.3484
C -2.1872 0.8614 -1.0212
C -3.7441 0.6232 0.7147
C -1.8989 -0.4626 -0.6551
C 2.0019 -2.4164 -0.1732
C 3.5077 1.5399 0.9702
O 2.3403 -1.0193 0.0233
O 2.3930 1.4692 0.2745
P 1.4615 0.3612 -0.3612
S -2.8820 -0.8579 0.7323
H -3.8440 2.3750 -0.4374
H -1.6390 1.3086 -1.8161
H -4.5078 0.8973 1.2986
H 2.3472 -2.8813 0.6473
H 2.3995 -2.7476 -1.0659
H 0.9570 -2.3943 -0.1207
H 4.2573 0.7533 0.7519
H 3.6532 2.3691 1.7123
H -1.3192 -1.1968 -1.1258

Properties
LUMO energy (alpha / beta) = 0.70 / 0.28 eV
F_max = 5.5 eV/A
HOMO-LUMO gap (alpha / beta) = 7.48 / 7.77 eV
ΔE to the lowest compared entry with this formula, charge and spin = 144.8 kJ/mol
charge = 0
2S+1 = 1


Which value of charge does entry 10 give?
0


2S+1 of number 10 (C6H9O2PS)?
1


Which formula does entry 4 have?
C6H9NOS